18
Properties=species:S:1:pos:R:3:mulliken_charge:R:1 method="wB97M-V/def2-TZVPD" lumo_ev=3.76 homo_energy_ha=-0.1690 total_charge=-1
C 1.41 1.67 0.65 -1.378
C 1.14 0.28 1.24 0.568
C 1.48 0.18 2.74 -1.428
N -0.22 -0.16 1.00 -0.393
C -0.53 -0.69 -0.34 0.559
O -1.76 -0.78 -0.56 -0.811
O 0.43 -0.99 -1.06 -0.728
H 1.65 1.51 -0.39 0.334
H 0.52 2.31 0.66 0.300
H 2.27 2.14 1.10 0.403
H 1.72 -0.47 0.71 0.280
H 1.24 1.10 3.28 0.308
H 2.53 -0.09 2.91 0.316
H 0.92 -0.65 3.15 0.424
H -0.95 0.50 1.23 0.255
H -1.43 -0.44 -2.66 0.386
H -2.76 0.13 -2.72 0.305
O -2.04 -0.07 -3.32 -0.700